# 1
Here is a molecular structure, C33H42BCoN9O2S3 from OMol25. Energies are from ωB97M-V with the def2-TZVPD basis set.

Its relative energy (zero: lowest compared OMol25 entry of this formula, charge and spin) is 0.00 kcal per mole. Its HOMO-LUMO gap (spin up / spin down) is 7.0 / 5.4 eV. As for the total energy: -4528.252001 Ha. As for the expectation value of S²: 3.783. The spin multiplicity is 4.

Cartesian coordinates (Å):
Co -0.429 -0.777 -0.282
C -4.741 -0.548 2.707
C -4.049 1.912 2.265
C -4.721 2.495 3.513
C -4.065 3.005 1.196
N -1.589 2.522 2.701
C -0.841 2.643 3.874
C 0.445 2.358 3.607
N 0.603 1.999 2.278
B 2.050 2.007 1.704
N 2.803 0.644 1.794
C 4.162 0.694 2.005
C 4.615 -0.560 2.156
N 3.529 -1.410 2.016
C 2.423 -0.644 1.787
S 0.813 -1.257 1.645
C 3.579 -2.867 2.370
C 5.028 -3.256 2.658
C 3.085 -3.740 1.218
C 2.753 -3.088 3.637
N 2.071 2.659 0.296
C 1.316 3.802 0.154
C 1.252 4.104 -1.167
N 1.948 3.142 -1.847
C 2.479 2.246 -0.934
S 3.489 0.947 -1.271
C 1.990 3.030 -3.335
C 1.284 1.740 -3.748
C 1.244 4.220 -3.942
C 3.436 3.081 -3.826
C -0.677 1.951 1.711
S -0.844 2.288 -0.032
H -5.051 -0.297 3.723
H -3.735 -0.968 2.744
H -5.402 -1.333 2.342
H -5.732 2.834 3.278
H -4.157 3.360 3.873
H -4.784 1.772 4.328
H -5.101 3.283 0.986
H -3.606 2.684 0.265
H -3.535 3.890 1.548
H -1.300 2.929 4.805
H 1.298 2.427 4.259
H 2.668 2.743 2.440
H 4.691 1.629 2.014
H 5.613 -0.910 2.330
H 5.675 -3.078 1.798
H 5.048 -4.323 2.875
H 5.430 -2.735 3.527
H 3.715 -3.603 0.337
H 2.052 -3.527 0.961
H 3.157 -4.784 1.523
H 3.123 -2.452 4.443
H 2.847 -4.129 3.950
H 1.701 -2.870 3.469
H 0.942 4.349 1.001
H 0.749 4.920 -1.649
H 0.267 1.722 -3.353
H 1.826 0.873 -3.374
H 1.231 1.676 -4.836
H 0.178 4.207 -3.708
H 1.339 4.155 -5.024
H 1.675 5.170 -3.623
H 4.027 2.258 -3.434
H 3.898 4.025 -3.529
H 3.430 3.029 -4.915
O -3.827 -0.237 -2.295
C -2.938 -0.342 -1.482
N -1.629 -0.712 -1.735
C -1.165 -1.011 -2.983
O -1.720 -0.961 -4.058
C 0.271 -1.480 -2.888
C 0.954 -1.920 -4.003
C 2.258 -2.362 -3.847
C 2.825 -2.339 -2.583
C 2.078 -1.864 -1.521
N 0.821 -1.446 -1.665
C -3.127 -0.043 -0.012
C -4.365 0.282 0.383
C -4.816 0.663 1.765
C -2.644 1.466 2.684
C -1.726 0.518 1.892
N -1.959 -0.172 0.743
H 0.441 -1.907 -4.954
H 2.824 -2.720 -4.697
H 3.843 -2.662 -2.417
H 2.485 -1.799 -0.526
H -5.092 0.296 -0.421
H -5.866 0.961 1.698
H -2.740 1.056 3.692
H -1.091 -0.020 2.597


# 2
Here is a molecular structure, C28H29N6ORuS2Si from OMol25. Energies are from ωB97M-V with the def2-TZVPD basis set.

Its relative energy (zero: lowest compared OMol25 entry of this formula, charge and spin) is 28.16 kcal per mole. Its HOMO-LUMO gap (spin up / spin down) is 8.1 / 5.8 eV. As for the total energy: -2668.582869 Ha. The net charge is +1. As for the expectation value of S²: 6.031. The spin multiplicity is 5.

Cartesian coordinates (Å):
Ru 1.287 -0.045 -0.017
O 3.312 -0.486 -0.182
N 3.925 -1.646 -0.027
C 5.015 -1.660 0.765
C 5.717 -2.823 0.961
C 5.269 -3.995 0.356
C 4.146 -3.957 -0.440
C 3.476 -2.751 -0.673
S 2.201 -2.584 -1.807
H 5.257 -0.705 1.205
H 6.591 -2.806 1.595
H 5.794 -4.927 0.511
H 3.766 -4.843 -0.927
N -0.534 0.799 0.345
S -1.027 1.952 -0.681
C -0.817 3.539 0.071
C -1.460 3.856 1.264
C -1.211 5.085 1.846
C -0.336 5.980 1.235
C 0.294 5.654 0.045
C 0.056 4.421 -0.547
C -2.803 1.804 -0.743
C -3.561 2.900 -1.139
C -4.929 2.744 -1.287
C -5.522 1.511 -1.044
C -4.749 0.427 -0.660
C -3.375 0.564 -0.513
H -0.830 0.972 1.300
H -2.158 3.163 1.719
H -1.701 5.353 2.772
H -0.146 6.940 1.696
H 0.979 6.349 -0.419
H 0.553 4.146 -1.469
H -3.098 3.861 -1.321
H -5.533 3.589 -1.588
H -6.592 1.399 -1.157
H -5.211 -0.534 -0.478
H -2.759 -0.279 -0.230
N 2.071 1.770 0.107
C 2.720 2.755 0.050
N 3.271 3.868 0.027
C 4.550 4.161 -0.147
N 5.645 4.491 -0.291
C -1.458 -2.162 2.260
Si 0.139 -2.611 1.410
C 0.326 -4.451 1.249
C 1.576 -1.917 2.392
N 0.272 -1.769 -0.160
C -0.683 -1.860 -1.182
C -1.746 -2.770 -1.134
C -2.702 -2.794 -2.136
C -2.622 -1.915 -3.210
C -1.552 -1.035 -3.288
C -0.585 -1.021 -2.296
H -1.485 -2.636 3.244
H -2.338 -2.499 1.711
H -1.553 -1.085 2.410
H 0.457 -4.885 2.244
H 1.196 -4.713 0.645
H -0.548 -4.924 0.801
H 1.448 -2.158 3.450
H 1.673 -0.820 2.365
H 2.529 -2.341 2.070
H -1.827 -3.468 -0.313
H -3.513 -3.507 -2.080
H -3.372 -1.933 -3.988
H -1.457 -0.367 -4.134
H 0.280 -0.369 -2.412